DFT (ωB97M-V/def2-TZVPD) results for a molecular structure, C40H34Cl2LiN5OP2Te.

Its HOMO energy is 0.02524 hartree. Its charge is -2. Its spin multiplicity is 1. The calculation puts the lowest unoccupied orbital energy at 3.836 eV. The orbital gap is 0.1157 Ha.

Element x y z (Å)
Li  1.1197  1.3510  -0.7495
Te  1.3691  -1.9581  0.3672
C  0.2274  -3.4781  1.3349
C  -0.5416  -3.2864  2.4757
C  -1.1370  -4.3627  3.0960
N  -1.0493  -5.6135  2.6555
C  -0.3428  -5.7985  1.5444
C  0.3119  -4.7905  0.8709
C  0.1130  -0.2424  0.2124
P  -0.4029  0.9438  1.4296
C  -0.5594  0.1236  3.0871
C  -1.8516  -0.0461  3.5784
C  -2.0813  -0.6546  4.7962
C  -1.0116  -1.1014  5.5584
C  0.2816  -0.9384  5.0835
C  0.5096  -0.3320  3.8618
C  1.1286  1.8281  1.9166
C  0.9359  3.0130  2.6181
C  2.0036  3.8043  2.9850
C  3.2920  3.4182  2.6538
C  3.5007  2.2319  1.9729
C  2.4247  1.4437  1.6069
P  -1.3952  -0.4143  -0.7050
C  -1.9755  -2.1602  -0.4365
C  -2.8011  -2.3135  0.6768
C  -3.3642  -3.5308  0.9951
C  -3.1458  -4.6269  0.1763
C  -2.3373  -4.4893  -0.9396
C  -1.7541  -3.2740  -1.2447
C  -0.8623  -0.6917  -2.4470
C  0.4538  -0.6570  -2.8885
C  0.7582  -0.8953  -4.2183
C  -0.2471  -1.1605  -5.1313
C  -1.5667  -1.1877  -4.7053
C  -1.8675  -0.9553  -3.3773
H  -0.6614  -2.3026  2.8921
H  -1.7054  -4.2253  4.0135
H  -0.2998  -6.8276  1.1915
H  0.8889  -5.0170  -0.0152
H  -2.6820  0.3168  2.9813
H  -3.0935  -0.7825  5.1606
H  -1.1856  -1.5747  6.5177
H  1.1170  -1.2932  5.6765
H  1.5242  -0.2164  3.5004
H  -0.0758  3.3159  2.8691
H  1.8348  4.7300  3.5246
H  4.1315  4.0414  2.9353
H  4.5074  1.9255  1.7213
H  2.6182  0.5052  1.1068
H  -2.9810  -1.4495  1.3093
H  -3.9672  -3.6385  1.8881
H  -3.5902  -5.5841  0.4182
H  -2.1506  -5.3508  -1.5705
H  -1.1174  -3.1959  -2.1171
H  1.2619  -0.4329  -2.2086
H  1.7911  -0.8731  -4.5371
H  -0.0109  -1.3466  -6.1724
H  -2.3631  -1.4075  -5.4093
H  -2.8966  -1.0177  -3.0369
Cl  3.2495  4.3204  -3.1125
C  4.2635  2.9471  -2.7941
C  5.5853  3.0138  -3.1238
C  6.4419  1.9525  -2.8313
C  5.9146  0.8384  -2.1810
C  4.5855  0.7863  -1.8729
Cl  3.9764  -0.6303  -1.0447
C  3.6050  1.8204  -2.1595
N  2.3657  1.7303  -1.9130
H  5.9705  3.8986  -3.6151
H  7.4920  2.0107  -3.0809
H  6.5552  0.0065  -1.9107
C  -3.8703  4.3340  -2.1003
N  -2.8820  3.6823  -1.2846
C  -1.6061  4.3250  -1.0495
C  -0.6867  3.1115  -0.7840
O  0.4476  3.1636  -0.3394
N  -1.3716  1.9988  -1.1196
C  -2.6099  2.3240  -1.4153
N  -3.5357  1.3857  -1.7289
H  -4.1718  5.2712  -1.6229
H  -4.7449  3.6875  -2.1897
H  -3.4984  4.5595  -3.1122
H  -1.6501  5.0152  -0.2031
H  -1.2371  4.8618  -1.9340
H  -3.1313  0.4849  -1.3569
H  -4.4881  1.6011  -1.4670